# C4H10N2O

A single C4H10N2O molecule (ωB97M-V/def2-TZVPD, the Open Molecules 2025 dataset).

As for the total charge: 0. Its relative energy (zero: lowest compared OMol25 entry of this formula, charge and spin) is 259.0 kJ/mol. For the total energy, the calculation gives -343.10281 Ha. The calculation puts the HOMO energy at -9.296 eV. As for the LUMO energy: 0.914 eV. As for the spin multiplicity: 1. Its structure (SMILES) is CCC(=O)NCN.

Cartesian coordinates (Å):
C (-1.040571, -2.404787, -0.054399)
C (0.117429, -1.523711, -0.433437)
C (0.752710, -0.385610, 0.496163)
O (1.646255, -0.638300, 1.288561)
N (0.021368, 0.767122, 0.587340)
C (-0.231689, 1.350906, -0.751874)
N (-0.871996, 2.721950, -0.734603)
H (-0.825350, -3.574965, -0.291682)
H (-1.905573, -2.237771, -0.677799)
H (-1.154552, -2.285444, 1.025840)
H (0.032559, -1.154442, -1.532374)
H (1.048417, -2.216960, -0.449355)
H (0.427569, 1.461619, 1.209222)
H (-0.843163, 0.672565, -1.324964)
H (0.870546, 1.352333, -1.265250)
H (-1.754935, 2.893720, -0.175461)
H (-0.698435, 3.551443, -1.334558)

Atomic forces in eV per Å
0.48 -2.44 0.15
4.39 -0.16 -2.47
-1.63 -2.13 1.63
-0.34 0.11 -0.99
-0.45 1.42 -1.02
1.59 2.02 -1.24
-0.69 0.07 1.27
-0.12 2.80 0.75
-0.58 0.52 0.45
-0.80 -0.35 -0.18
0.13 -0.54 1.87
-1.40 1.09 -0.23
0.14 -0.20 -0.04
-0.16 -0.22 -0.01
-2.78 0.75 0.61
1.73 -0.96 -1.03
0.49 -1.78 0.49

# C3H8O

A single C3H8O molecule (ωB97M-V/def2-TZVPD, the Open Molecules 2025 dataset).

As for the total charge: 0. Its relative energy (zero: lowest compared OMol25 entry of this formula, charge and spin) is 19.4 kJ/mol. For the total energy, the calculation gives -194.32857 Ha. The calculation puts the HOMO energy at -10.305 eV. As for the LUMO energy: 1.008 eV. As for the spin multiplicity: 1. Its structure (SMILES) is CC(C)O.

Cartesian coordinates (Å):
C (-0.029004, 1.285923, -0.596828)
C (0.229472, -0.181232, -0.306286)
C (-0.727828, -0.824641, 0.695415)
O (1.538523, -0.269122, 0.265637)
H (0.780854, 1.680355, -1.215003)
H (-0.979256, 1.438110, -1.121941)
H (-0.064243, 1.847355, 0.342995)
H (0.192042, -0.752758, -1.249521)
H (-1.630495, -1.285743, 0.282732)
H (-0.070483, -1.588509, 1.095157)
H (-1.026681, -0.148385, 1.507499)
H (1.818405, -1.197942, 0.273961)

Atomic forces in eV per Å
0.02 0.00 0.03
-0.35 0.03 -0.09
0.06 0.03 -0.02
0.38 -0.01 -0.32
-0.11 0.04 0.05
0.15 -0.14 0.11
0.06 -0.05 -0.13
0.09 0.14 0.17
0.19 0.15 -0.14
-0.56 -0.52 0.56
0.23 -0.09 -0.21
-0.17 0.42 -0.01

# C3H4O2S

A molecular structure, C3H4O2S (ωB97M-V/def2-TZVPD, the Open Molecules 2025 dataset).

As for the total charge: 0. Its relative energy (zero: lowest compared OMol25 entry of this formula, charge and spin) is 337.0 kJ/mol. For the total energy, the calculation gives -665.25726 Ha. The calculation puts the HOMO energy (spin up / spin down) at -8.870 / -8.815 eV. As for the LUMO energy (spin up / spin down): -1.257 / -1.205 eV. As for the spin multiplicity: 1.

Cartesian coordinates (Å):
C (0.092411, -0.588906, 0.301990)
C (-0.019704, -1.769247, -0.430319)
C (-1.099644, 0.298169, 0.425739)
O (-1.418348, -0.242483, 2.911538)
O (-1.004299, -1.819448, -1.135153)
S (-1.681339, -0.981580, 1.676333)
H (0.985074, -0.186850, 0.750327)
H (0.567780, -2.639049, -0.021534)
H (-0.994677, 1.101052, 1.162825)
H (-1.892751, 0.233931, -0.301910)

Atomic forces in eV per Å
-1.13 2.90 2.46
-0.79 -1.23 0.68
-0.28 -1.48 0.26
-0.53 -0.33 1.26
-0.46 -1.61 -1.42
2.60 0.70 -0.93
0.23 -0.54 0.54
0.02 0.30 -1.22
-0.07 0.33 -1.00
0.43 0.95 -0.63

# C2H4F2S

A single C2H4F2S molecule (ωB97M-V/def2-TZVPD, the Open Molecules 2025 dataset).

As for the total charge: 0. Its relative energy (zero: lowest compared OMol25 entry of this formula, charge and spin) is 41.2 kJ/mol. For the total energy, the calculation gives -676.50967 Ha. The calculation puts the HOMO energy at -10.022 eV. As for the LUMO energy: 0.701 eV. As for the spin multiplicity: 1. Its structure (SMILES) is CC(F)(F)S.

Cartesian coordinates (Å):
C (0.155501, -0.011121, -0.896428)
C (0.100417, -0.422677, 0.538797)
F (1.399465, -0.390889, 0.980906)
F (-0.360230, -1.690927, 0.579615)
S (-1.128989, 0.507723, 1.554253)
H (-0.519729, -0.634213, -1.601080)
H (0.088787, 1.058456, -0.969833)
H (1.127680, -0.181063, -1.307777)
H (-0.862901, 1.764710, 1.121548)

Atomic forces in eV per Å
-0.74 -0.59 -1.87
-0.25 0.49 -0.96
-0.73 -0.14 0.80
0.34 -0.71 0.69
0.55 0.05 0.03
0.54 1.49 1.52
-0.76 0.45 -0.33
0.90 -0.53 0.10
0.15 -0.50 0.01

# C4H6N2

2 unconnected molecules or ions with the total composition C4H6N2 (ωB97M-V/def2-TZVPD, the Open Molecules 2025 dataset).

As for the total charge: 0. Its relative energy (zero: lowest compared OMol25 entry of this formula, charge and spin) is 497.1 kJ/mol. For the total energy, the calculation gives -265.34623 Ha. The calculation puts the HOMO energy (spin up / spin down) at -10.046 / -10.045 eV. As for the LUMO energy (spin up / spin down): -0.465 / -0.465 eV. As for the spin multiplicity: 1.

Cartesian coordinates (Å):
C (-2.837838, 0.091465, 0.031734)
C (-0.622599, -0.273863, 0.556666)
C (0.254188, -0.003733, -0.546453)
C (1.685235, 0.558053, -0.159804)
N (-3.926208, 0.438705, -0.100274)
N (-0.138553, -1.377337, -0.090545)
H (-0.881797, 0.073855, 1.547099)
H (-0.089111, 0.327444, -1.583022)
H (2.450654, 1.002644, -0.951356)
H (2.218887, -0.190711, 0.395579)
H (1.381137, 1.364440, 0.514884)
H (0.506006, -2.010966, 0.385487)

Atomic forces in eV per Å
3.07 -0.47 0.69
-3.19 -0.39 -1.26
2.02 0.74 -2.08
-0.41 0.99 -1.04
-0.69 0.15 -0.14
-0.02 1.17 0.59
0.60 -0.33 0.00
0.05 -0.81 1.70
-2.22 -1.13 1.23
0.27 -0.31 0.37
0.77 0.16 0.05
-0.23 0.23 -0.11

# C2H5FS

A molecular structure, C2H5FS (ωB97M-V/def2-TZVPD, the Open Molecules 2025 dataset).

As for the total charge: 0. Its relative energy (zero: lowest compared OMol25 entry of this formula, charge and spin) is 65.5 kJ/mol. For the total energy, the calculation gives -577.20973 Ha. The calculation puts the HOMO energy at -9.450 eV. As for the LUMO energy: -0.818 eV. As for the spin multiplicity: 1.

Cartesian coordinates (Å):
C (0.935113, 0.371592, -0.290382)
C (0.172685, -0.707236, 0.406373)
H (1.997605, 0.100525, -0.341457)
H (0.875276, 1.301806, 0.290511)
H (0.555009, 0.544937, -1.298347)
H (0.514185, -0.922808, 1.423710)
H (-1.774872, 0.020020, -0.001022)
F (-2.210662, 0.836358, 0.011805)
S (-1.064335, -1.545198, -0.201188)

Atomic forces in eV per Å
-0.18 0.05 -0.04
0.61 0.04 0.12
-0.15 -0.03 0.07
0.00 -0.17 -0.06
0.02 -0.01 0.14
-0.03 -0.04 -0.14
-0.06 0.11 -0.18
-1.04 1.93 0.18
0.84 -1.88 -0.10

# C4H7NO

3 unconnected molecules or ions with the total composition C4H7NO (ωB97M-V/def2-TZVPD, the Open Molecules 2025 dataset).

As for the total charge: 0. Its relative energy (zero: lowest compared OMol25 entry of this formula, charge and spin) is 444.5 kJ/mol. For the total energy, the calculation gives -286.46235 Ha. The calculation puts the HOMO energy at -9.962 eV. As for the LUMO energy: 0.076 eV. As for the spin multiplicity: 1.

Cartesian coordinates (Å):
C (0.400428, 1.262425, -0.118500)
C (1.704394, 1.341576, 0.806407)
C (-1.134787, -2.612527, 0.308491)
C (-1.670377, -3.689319, 0.163851)
H (-0.098415, 1.802619, -2.045859)
H (1.552359, 2.499751, -1.716591)
H (1.653016, 1.968813, 1.712267)
H (2.602150, 1.847659, 0.265183)
H (1.913752, 0.301388, 1.056496)
H (-0.705251, -1.643164, 0.452771)
H (-2.076469, -4.661340, 0.069518)
N (0.641123, 1.513530, -1.407482)
O (-0.640870, 1.184580, 0.387137)

Atomic forces in eV per Å
5.25 3.04 1.84
1.08 0.71 -1.72
-0.73 -1.20 -0.14
0.98 1.57 0.28
-0.39 -0.58 0.72
-3.40 -4.40 1.75
-0.93 -0.55 -0.32
-1.43 -1.40 0.56
0.44 0.17 0.21
-0.12 -0.14 -0.05
-0.17 -0.17 -0.08
4.02 4.43 -4.54
-4.61 -1.46 1.49

# C2H2GdLiO2

A molecular structure, C2H2GdLiO2 (ωB97M-V/def2-TZVPD, the Open Molecules 2025 dataset).

As for the total charge: +2. The expectation value of S² is 16.59. Its relative energy (zero: lowest compared OMol25 entry of this formula, charge and spin) is 177.1 kJ/mol. For the total energy, the calculation gives -1000.38766 Ha. The calculation puts the HOMO energy (spin up / spin down) at -18.642 / -17.895 eV. As for the LUMO energy (spin up / spin down): -10.308 / -11.298 eV. As for the spin multiplicity: 8.

Cartesian coordinates (Å):
C (0.124455, -0.175796, 1.673954)
C (1.372693, -0.056455, 1.050506)
O (1.514045, 0.676267, -0.008399)
O (-0.945919, 0.549728, 1.179535)
H (2.170490, -0.787386, 1.287135)
Gd (-1.807146, -1.464574, 0.864795)
Li (-0.102191, 1.603020, -0.182881)
H (0.712601, -0.599416, 2.627958)

Atomic forces in eV per Å
1.73 -0.11 1.40
1.65 1.18 -6.21
-0.28 -1.52 3.07
0.67 -2.09 1.24
-0.07 0.68 0.34
-0.39 0.22 0.19
0.20 0.82 -0.29
-3.52 0.83 0.27

# C4H16O9

6 unconnected molecules or ions with the total composition C4H16O9 (ωB97M-V/def2-TZVPD, the Open Molecules 2025 dataset).

As for the total charge: 0. Its relative energy (zero: lowest compared OMol25 entry of this formula, charge and spin) is 139.6 kJ/mol. For the total energy, the calculation gives -839.15672 Ha. The calculation puts the HOMO energy at -10.919 eV. As for the LUMO energy: 0.175 eV. As for the spin multiplicity: 1. Its structure (SMILES) is O=C(O)CCC(=O)O.O.O.O.O.O.

Cartesian coordinates (Å):
O (-1.325152, 2.424735, 0.731093)
C (-0.137992, 2.119756, 0.686130)
O (0.859951, 2.966595, 0.295671)
C (0.387986, 0.769538, 1.122160)
C (-0.544212, -0.031069, 1.952605)
C (-1.062976, -1.304307, 1.254710)
O (-1.098183, -1.655735, 0.089687)
O (-1.602932, -2.154895, 2.224325)
H (0.516548, 3.898425, 0.221623)
H (1.376064, 0.754106, 1.763385)
H (0.677861, 0.326328, 0.193362)
H (-1.490114, 0.546103, 2.260103)
H (-0.271928, -0.215678, 3.055422)
H (-1.836720, -3.047682, 1.796047)
O (2.001921, -0.465378, -2.722616)
H (1.851084, -1.274447, -2.419748)
H (1.236180, -0.284163, -3.201434)
O (-1.519181, 0.219548, -2.826727)
H (-1.182549, -0.109084, -3.609314)
H (-1.058643, -0.129675, -2.118066)
O (-3.862673, 0.729800, 0.620194)
H (-4.110082, 0.473427, -0.341445)
H (-3.212672, 1.468224, 0.680966)
O (3.113230, 0.867715, -0.426590)
H (2.445470, 1.504399, -0.214770)
H (3.326625, 0.845580, -1.316023)
O (2.515848, -3.284610, 0.078767)
H (2.408607, -2.285078, 0.107363)
H (1.598633, -3.672476, 0.063119)

Atomic forces in eV per Å
2.14 -0.11 -0.34
-1.27 0.93 1.08
-0.96 0.44 0.23
2.40 0.66 1.62
-2.97 -0.59 1.66
-1.17 -1.82 1.04
0.81 1.31 1.07
0.40 -0.71 -1.41
0.15 -1.31 -0.12
-1.59 0.94 -1.66
0.10 -0.92 -0.59
0.92 -0.61 -1.23
0.48 -0.36 -1.98
0.39 2.10 0.59
2.43 4.69 -1.00
-0.56 -5.64 2.32
-1.87 0.92 -1.44
-2.54 2.42 0.23
1.05 -1.17 -2.37
1.41 -1.35 2.24
-0.39 -0.43 -1.61
1.16 1.21 2.47
-0.63 -0.80 -0.87
0.32 -0.86 3.31
-0.30 0.74 -0.46
0.12 0.19 -2.76
-1.41 1.16 -0.05
0.03 -1.90 -0.01
1.36 0.87 0.04